(1)
{"formula": "C3H4N3", "method": "wB97M-V/def2-TZVPD", "total_energy_ha": -280.4143, "homo_energy_ev": [-13.31, -13.16], "charge": 1, "lumo_energy_ev": [-6.94, -7.09], "species": ["C", "C", "C", "N", "N", "N", "H", "H", "H", "H"], "positions_angstrom": [[0.95, -0.34, -1.33], [-0.26, -0.46, 0.98], [0.13, 0.77, -1.00], [0.50, -1.44, 0.50], [0.88, -2.49, 0.82], [-0.47, 0.65, 0.31], [-0.71, -0.60, 1.96], [0.62, 1.74, -1.14], [-0.63, 0.74, -1.81], [-1.01, 1.42, 0.71]]}

***

(2)
{"formula": "C3H4N3O2S", "method": "wB97M-V/def2-TZVPD", "total_energy_ha": -829.5243, "homo_energy_ev": [-3.55, -3.55], "charge": -1, "lumo_energy_ev": [3.60, 3.60], "species": ["C", "C", "C", "N", "N", "N", "O", "O", "S", "H", "H", "H", "H"], "positions_angstrom": [[-0.67, -0.52, 0.87], [0.64, -1.21, 0.79], [0.73, 0.15, -1.19], [-0.96, 0.07, 1.96], [1.30, -0.80, -0.27], [1.57, 0.59, -2.13], [2.83, 0.36, -2.18], [-2.31, 0.60, 1.99], [1.28, -2.31, 1.93], [-1.36, -0.80, 0.00], [2.17, -1.29, -0.64], [1.14, 1.31, -2.83], [-2.04, 1.53, 2.14]]}

***

(3)
{"formula": "C3H4N4", "method": "wB97M-V/def2-TZVPD", "smiles": "Nc1cncnn1", "total_energy_ha": -335.7069, "homo_energy_ev": -9.39, "charge": 0, "lumo_energy_ev": 0.08, "species": ["N", "C", "C", "N", "C", "N", "N", "H", "H", "H", "H"], "positions_angstrom": [[1.91, -0.09, -0.63], [0.57, -0.18, -0.25], [0.02, 0.93, 0.43], [-1.24, 0.98, 0.78], [-1.94, -0.11, 0.42], [-1.48, -1.18, -0.20], [-0.19, -1.22, -0.55], [2.55, -0.22, 0.14], [2.17, -0.63, -1.45], [0.64, 1.81, 0.64], [-3.00, -0.09, 0.66]]}

***

(4)
{"formula": "C3H4N4", "method": "wB97M-V/def2-TZVPD", "smiles": "Nc1cncnn1", "total_energy_ha": -335.6107, "homo_energy_ev": -9.05, "charge": 0, "lumo_energy_ev": -0.05, "species": ["N", "C", "C", "N", "C", "N", "N", "H", "H", "H", "H"], "positions_angstrom": [[1.70, 0.07, -0.88], [0.54, -0.19, -0.23], [0.10, 0.61, 0.84], [-1.18, 0.72, 1.16], [-1.94, 0.10, 0.21], [-1.49, -0.99, -0.37], [-0.20, -1.28, -0.44], [2.18, 0.92, -0.63], [2.29, -0.71, -1.10], [0.91, -0.03, 1.37], [-2.97, 0.37, 0.03]]}

***

(5)
{"formula": "C3H4N4", "method": "wB97M-V/def2-TZVPD", "smiles": "Nc1cncnn1", "total_energy_ha": -335.7111, "homo_energy_ev": -9.36, "charge": 0, "lumo_energy_ev": 0.18, "species": ["N", "C", "C", "N", "C", "N", "N", "H", "H", "H", "H"], "positions_angstrom": [[1.90, -0.19, -0.59], [0.58, -0.22, -0.22], [0.13, 0.50, 0.91], [-1.15, 0.66, 1.14], [-1.95, 0.01, 0.28], [-1.57, -0.87, -0.63], [-0.27, -0.98, -0.90], [2.36, 0.70, -0.52], [2.13, -0.70, -1.44], [0.86, 0.90, 1.62], [-3.02, 0.20, 0.35]]}

***

(6)
{"formula": "C3H4N4O", "method": "wB97M-V/def2-TZVPD", "smiles": "O/N=C\\c1cnn[nH]1", "total_energy_ha": -410.7956, "homo_energy_ev": -9.21, "charge": 0, "lumo_energy_ev": 0.08, "species": ["O", "N", "C", "C", "C", "N", "N", "N", "H", "H", "H", "H"], "positions_angstrom": [[-2.27, -0.88, 0.02], [-2.16, 0.40, -0.08], [-1.02, 1.12, 0.04], [0.28, 0.61, 0.05], [1.53, 1.02, -0.01], [2.44, -0.14, -0.13], [1.67, -1.17, -0.07], [0.42, -0.72, 0.17], [-3.36, -0.85, -0.30], [-1.28, 2.06, -0.24], [2.00, 1.95, 0.34], [-0.55, -1.14, 0.30]]}

***

(7)
{"formula": "C3H4N4O", "method": "wB97M-V/def2-TZVPD", "smiles": "N/N=c1/cnocn1", "total_energy_ha": -410.7809, "homo_energy_ev": -9.37, "charge": 0, "lumo_energy_ev": -0.03, "species": ["N", "N", "C", "C", "N", "O", "C", "N", "H", "H", "H", "H"], "positions_angstrom": [[-2.28, 0.24, -0.26], [-1.28, -0.79, -0.27], [-0.15, -0.46, -0.06], [0.90, -1.39, -0.01], [2.16, -1.08, 0.07], [2.34, 0.38, -0.39], [1.34, 1.24, -0.01], [0.06, 1.03, 0.32], [-3.05, -0.30, -0.04], [-2.22, 1.12, 0.58], [0.45, -2.31, 0.51], [1.74, 2.33, -0.44]]}

***

(8)
{"formula": "C3H4N4O", "method": "wB97M-V/def2-TZVPD", "total_energy_ha": -410.8065, "homo_energy_ev": -9.49, "charge": 0, "lumo_energy_ev": -0.56, "species": ["C", "C", "C", "H", "H", "H", "H", "N", "N", "N", "N", "O"], "positions_angstrom": [[0.75, 0.04, -0.16], [-1.64, -0.32, -0.03], [1.55, 1.21, -0.06], [2.70, -2.25, 0.00], [-0.63, 1.56, 0.51], [-1.29, -1.21, -0.31], [-3.43, 0.90, 0.12], [1.12, -1.23, -0.14], [-0.55, 0.45, -0.14], [-2.96, -0.14, 0.07], [1.87, 2.34, -0.01], [2.51, -1.35, 0.15]]}

***

(9)
{"formula": "C3H4N4O", "method": "wB97M-V/def2-TZVPD", "smiles": "OCc1cnnnn1", "total_energy_ha": -410.8163, "homo_energy_ev": -10.35, "charge": 0, "lumo_energy_ev": -1.07, "species": ["O", "C", "C", "C", "N", "N", "N", "N", "H", "H", "H", "H"], "positions_angstrom": [[-2.01, 0.55, 1.64], [-0.65, -0.06, 1.80], [0.09, -0.08, 0.62], [1.35, -0.65, 0.30], [1.61, -0.70, -1.07], [0.90, -0.10, -2.04], [-0.15, 0.58, -1.67], [-0.63, 0.42, -0.35], [-2.31, 0.51, 0.70], [-0.66, -1.10, 2.38], [0.02, 0.71, 2.38], [2.09, -1.19, 0.89]]}

***

(10)
{"formula": "C3H4N4O", "method": "wB97M-V/def2-TZVPD", "smiles": "[H]/N=C1\\NN=CN=CO1", "total_energy_ha": -410.9120, "homo_energy_ev": -9.26, "charge": 0, "lumo_energy_ev": 0.30, "species": ["H", "N", "C", "N", "N", "C", "N", "C", "O", "H", "H", "H"], "positions_angstrom": [[-2.88, 0.64, -0.36], [-2.40, -0.18, 0.04], [-1.17, -0.06, 0.15], [-0.38, 1.08, -0.12], [0.87, 1.40, 0.26], [1.79, 0.47, 0.24], [1.70, -0.90, -0.16], [0.60, -1.49, -0.12], [-0.50, -1.18, 0.61], [-0.95, 1.91, -0.31], [2.83, 0.71, 0.38], [0.50, -2.42, -0.61]]}

***

(11)
{"formula": "C3H4N4O", "method": "wB97M-V/def2-TZVPD", "smiles": "[H]/N=C1\\NC(=O)N\\C1=N/[H]", "total_energy_ha": -410.9904, "homo_energy_ev": -10.04, "charge": 0, "lumo_energy_ev": 0.14, "species": ["H", "N", "C", "N", "C", "O", "N", "C", "N", "H", "H", "H"], "positions_angstrom": [[-2.98, -0.23, -0.57], [-2.12, -0.75, -0.73], [-1.05, -0.22, -0.22], [-0.77, 0.84, 0.57], [0.63, 0.89, 0.80], [1.19, 1.85, 1.40], [1.19, -0.27, 0.32], [0.29, -0.85, -0.58], [0.54, -1.62, -1.62], [1.55, -1.78, -1.72], [-1.37, 1.52, 0.93], [2.13, -0.56, 0.31]]}

***

(12)
{"formula": "C3H4N4O", "method": "wB97M-V/def2-TZVPD", "smiles": "[H]/N=C(/N)NC(=O)C#N", "total_energy_ha": -410.8524, "homo_energy_ev": -9.81, "charge": 0, "lumo_energy_ev": -1.19, "species": ["H", "N", "C", "N", "N", "C", "O", "C", "N", "H", "H", "H"], "positions_angstrom": [[-2.14, -2.27, 0.19], [-1.24, -2.35, 0.77], [-0.25, -1.41, 0.60], [0.70, -1.24, 1.63], [-0.20, -0.45, -0.50], [0.21, 0.73, -0.30], [0.51, 1.22, 0.83], [0.42, 1.52, -1.60], [0.07, 2.67, -2.13], [0.92, -0.32, 1.80], [0.03, -1.69, 2.44], [-0.35, -0.90, -1.58]]}

***

(13)
{"formula": "C3H4N4O", "method": "wB97M-V/def2-TZVPD", "smiles": "Nc1nn[nH]c1C=O", "total_energy_ha": -410.9379, "homo_energy_ev": -8.73, "charge": 0, "lumo_energy_ev": -0.01, "species": ["N", "C", "N", "N", "N", "C", "C", "O", "H", "H", "H", "H"], "positions_angstrom": [[-0.36, 1.92, -0.09], [0.40, 0.84, -0.02], [1.73, 0.68, -0.02], [2.02, -0.62, 0.05], [0.90, -1.32, 0.04], [-0.17, -0.48, -0.02], [-1.57, -0.98, -0.07], [-2.47, -0.14, 0.07], [-0.03, 2.74, 0.31], [-1.36, 1.74, 0.15], [0.91, -2.27, -0.14], [-1.74, -2.05, -0.08]]}

***

(14)
{"formula": "C3H4N4O", "method": "wB97M-V/def2-TZVPD", "smiles": "[H]/N=c1\\ccnnn1O", "total_energy_ha": -410.8452, "homo_energy_ev": -9.24, "charge": 0, "lumo_energy_ev": -0.35, "species": ["H", "N", "C", "C", "C", "N", "N", "N", "O", "H", "H", "H"], "positions_angstrom": [[-2.06, 1.55, -0.05], [-1.80, 0.62, -0.07], [-0.56, 0.31, 0.05], [0.62, 1.02, 0.04], [1.78, 0.24, 0.06], [1.90, -1.08, -0.04], [0.81, -1.76, -0.05], [-0.29, -1.10, 0.09], [-1.51, -1.75, 0.00], [0.52, 2.11, -0.15], [2.74, 0.84, -0.05], [-2.14, -0.98, 0.16]]}

***

(15)
{"formula": "C3H4N4O", "method": "wB97M-V/def2-TZVPD", "smiles": "N/N=C\\c1cnno1", "total_energy_ha": -410.8090, "homo_energy_ev": -9.01, "charge": 0, "lumo_energy_ev": 0.00, "species": ["N", "N", "C", "C", "C", "N", "N", "O", "H", "H", "H", "H"], "positions_angstrom": [[2.10, -0.98, -0.16], [1.81, 0.30, 0.17], [0.68, 0.87, 0.27], [-0.60, 0.26, -0.13], [-1.79, 0.93, -0.24], [-2.74, -0.09, 0.04], [-2.22, -1.26, 0.27], [-0.93, -1.04, -0.06], [3.16, -1.11, 0.01], [1.35, -1.73, -0.24], [1.06, 1.88, 0.21], [-1.90, 1.97, -0.15]]}

***

(16)
{"formula": "C3H4N4O", "method": "wB97M-V/def2-TZVPD", "smiles": "c1nncocn[nH]1", "total_energy_ha": -410.8333, "homo_energy_ev": -8.78, "charge": 0, "lumo_energy_ev": 0.76, "species": ["C", "N", "N", "C", "O", "C", "N", "N", "H", "H", "H", "H"], "positions_angstrom": [[0.81, 0.46, -1.23], [1.39, 0.80, -0.14], [1.59, -0.34, 0.64], [0.80, -0.49, 1.60], [-0.42, 0.17, 1.58], [-1.43, 0.12, 0.61], [-1.48, -0.21, -0.63], [-0.22, -0.44, -1.35], [1.00, 1.07, -2.10], [0.96, -1.20, 2.40], [-2.45, 0.55, 0.94], [-0.53, -0.50, -2.32]]}

***

(17)
{"formula": "C3H4N4O2S", "method": "wB97M-V/def2-TZVPD", "smiles": "CS(=O)(=O)c1nncnn1", "total_energy_ha": -884.2973, "homo_energy_ev": -10.19, "charge": 0, "lumo_energy_ev": -1.40, "species": ["C", "S", "O", "O", "C", "N", "N", "C", "N", "N", "H", "H", "H", "H"], "positions_angstrom": [[-1.50, 0.86, -1.45], [-0.46, -0.57, -1.42], [0.52, -0.47, -2.45], [-1.28, -1.73, -1.25], [0.40, -0.34, 0.16], [1.72, -0.33, 0.15], [2.32, -0.24, 1.32], [1.54, -0.16, 2.39], [0.21, -0.11, 2.39], [-0.38, -0.21, 1.23], [-0.87, 1.75, -1.49], [-2.10, 0.78, -2.37], [-2.14, 0.85, -0.58], [2.03, -0.07, 3.35]]}

***

(18)
{"formula": "C3H4N4O8", "method": "wB97M-V/def2-TZVPD", "smiles": "C[C@@H]([N+](=O)[O-])C([N+](=O)[O-])([N+](=O)[O-])[N+](=O)[O-]", "total_energy_ha": -937.2113, "homo_energy_ev": -12.00, "charge": 0, "lumo_energy_ev": -1.49, "species": ["C", "C", "N", "O", "O", "C", "N", "O", "O", "N", "O", "O", "N", "O", "O", "H", "H", "H", "H"], "positions_angstrom": [[-1.75, -0.04, 0.80], [-0.84, 0.25, -0.29], [-0.73, 1.75, -0.45], [-1.79, 2.29, -0.36], [0.33, 2.24, -0.73], [0.68, -0.32, -0.13], [1.64, 0.28, -1.18], [1.20, 0.34, -2.30], [2.69, 0.57, -0.77], [0.64, -1.83, -0.49], [1.45, -2.23, -1.27], [-0.22, -2.47, 0.04], [1.20, -0.19, 1.28], [0.81, 0.75, 1.95], [1.95, -1.04, 1.68], [-1.72, -1.17, 1.02], [-1.57, 0.27, 1.85], [-2.70, 0.54, 0.55], [-1.27, 0.00, -1.20]]}

***

(19)
{"formula": "C3H4N4S", "method": "wB97M-V/def2-TZVPD", "smiles": "[H]/N=C1\\N=CC(=S)N1N", "total_energy_ha": -733.8132, "homo_energy_ev": -9.06, "charge": 0, "lumo_energy_ev": -1.82, "species": ["H", "N", "C", "N", "C", "C", "S", "N", "N", "H", "H", "H"], "positions_angstrom": [[-2.06, -1.67, 1.36], [-1.02, -1.47, 1.15], [-0.89, -0.47, 0.41], [-1.76, 0.50, -0.24], [-0.94, 1.25, -1.04], [0.46, 0.94, -0.85], [1.81, 1.69, -1.48], [0.40, -0.23, -0.14], [1.73, -0.40, 0.72], [-1.20, 1.84, -1.86], [2.24, -1.27, 0.20], [1.24, -0.72, 1.76]]}

***

(20)
{"formula": "C3H4N4S", "method": "wB97M-V/def2-TZVPD", "smiles": "[H]/N=C/N1C=NSC=N1", "total_energy_ha": -733.8462, "homo_energy_ev": -8.27, "charge": 0, "lumo_energy_ev": 0.41, "species": ["H", "N", "C", "N", "C", "N", "S", "C", "N", "H", "H", "H"], "positions_angstrom": [[3.08, 1.32, 0.70], [2.09, 0.99, 0.89], [1.39, 0.72, -0.15], [0.16, 0.12, -0.04], [-0.47, -0.07, 1.14], [-1.67, -0.48, 1.37], [-2.71, -1.02, 0.02], [-1.52, -0.82, -1.28], [-0.30, -0.42, -1.25], [1.76, 0.68, -1.22], [0.00, 0.36, 2.04], [-1.82, -1.38, -2.23]]}